Record 1
Density functional theory data (wB97M-V/def2-TZVPD) for a molecular structure, C33H51F5N6OPRhS3Si2Te.

Values from the calculation:
ΔE to the lowest compared entry with this formula, charge and spin: 0.00 kJ/mol
total charge: -2
HOMO: -2.061 eV
spin multiplicity: 1

Last column: Mulliken charge in e.
Element x y z (Å)
Rh 0.7182 0.3861 1.2542  1.6633
C -0.1828 -2.6873 2.9353  -0.6255
Si 0.2917 -0.8505 3.1441  1.6808
C -1.0414 -0.1462 4.2979  -1.2289
C 1.8685 -1.0270 4.1974  0.3537
C 1.9168 -1.6586 5.4440  -0.5293
C 3.1233 -1.8665 6.0943  -0.7041
C 4.3095 -1.4457 5.4988  -0.6870
C 4.2725 -0.8178 4.2632  -0.6545
C 3.0598 -0.5995 3.6012  0.0435
Si 2.9064 0.2687 1.9139  1.4619
C 3.9627 -0.7675 0.7368  -1.0990
C 3.7574 1.9319 2.1708  -1.1438
H -0.8023 -3.0311 3.7703  0.4974
H 0.7262 -3.2955 2.9202  0.3290
H -0.7066 -2.8629 1.9998  -0.6012
H -0.8344 -0.4534 5.3285  0.3926
H -2.0321 -0.5228 4.0265  0.2623
H -1.0772 0.9417 4.2664  0.0667
H 0.9978 -2.0015 5.9125  0.2819
H 3.1465 -2.3573 7.0618  0.3614
H 5.2572 -1.6077 6.0020  0.3476
H 5.2043 -0.4892 3.8098  0.3179
H 4.9792 -0.8598 1.1339  0.3651
H 4.0079 -0.3122 -0.2546  0.2903
H 3.5382 -1.7706 0.6408  0.0083
H 4.6378 1.8002 2.8083  0.4134
H 3.0796 2.6359 2.6555  0.1973
H 4.0672 2.3608 1.2160  0.1311
S 2.6339 7.2338 -1.7859  -0.4451
C 2.0914 5.6541 -1.6457  0.2947
S 3.0699 4.3628 -1.0412  -0.1895
C 1.7485 3.2197 -1.2239  -0.3838
N 0.6882 3.7759 -1.7206  -0.3631
N 0.8834 5.1315 -1.9313  0.3028
C -0.2797 5.8457 -2.3363  0.1616
C -0.2072 6.8877 -3.2497  -0.4512
C -1.3710 7.5427 -3.6256  -0.6174
C -2.5968 7.1629 -3.0994  -0.3517
C -2.6564 6.1138 -2.1910  -0.8779
C -1.5037 5.4504 -1.8065  -0.0265
S 1.9510 1.5622 -0.8538  -0.2714
H 0.7500 7.1830 -3.6506  0.3539
H -1.3124 8.3570 -4.3381  0.3416
H -3.5013 7.6813 -3.3944  0.3603
H -3.6053 5.8092 -1.7681  0.3805
H -1.5366 4.6323 -1.1013  0.5010
N 0.0451 -1.1022 0.1312  -0.1559
P -0.7851 -1.8752 -0.8537  -2.1449
N -2.3926 -2.1461 -0.3476  0.9800
C -3.5141 -2.0344 -1.2598  -1.3248
C -4.0594 -0.6105 -1.3407  -0.1307
C -4.4573 -0.1238 0.0502  -1.3698
C -3.2974 -0.2950 1.0252  0.2079
C -2.7719 -1.7241 1.0002  0.5241
N -0.9324 -1.2843 -2.4341  1.6220
C -0.7326 0.1281 -2.7232  -0.7671
C 0.4452 0.3249 -3.6675  -0.4688
C 0.2396 -0.4732 -4.9518  -1.0351
C -0.0157 -1.9436 -4.6272  -0.6674
C -1.1570 -2.0804 -3.6188  -1.1684
N -0.2584 -3.4489 -1.1971  0.7614
C 1.1653 -3.6006 -1.4507  -1.1689
C 1.8594 -4.2911 -0.2822  0.2173
C 1.1961 -5.6394 -0.0024  -1.1641
C -0.3072 -5.4725 0.2191  -0.3010
C -0.9403 -4.6956 -0.9354  -1.1123
H -4.3152 -2.6924 -0.8850  0.6728
H -3.2370 -2.4076 -2.2468  0.3554
H -4.9103 -0.5722 -2.0301  0.3776
H -3.2782 0.0394 -1.7421  -0.0789
H -5.3208 -0.7070 0.4014  0.3534
H -4.7708 0.9226 0.0144  0.5315
H -3.5947 -0.0220 2.0412  0.6128
H -2.4834 0.3678 0.7427  -0.5410
H -3.5482 -2.4135 1.3695  0.3170
H -1.9076 -1.8068 1.6519  -1.5075
H -0.5657 0.6690 -1.7931  -0.1156
H -1.6399 0.5334 -3.2018  0.2999
H 1.3496 -0.0111 -3.1534  0.1259
H 0.5765 1.3905 -3.8723  0.2524
H 1.1018 -0.3715 -5.6178  0.4352
H -0.6281 -0.0734 -5.4929  0.3336
H 0.8870 -2.3898 -4.1975  0.2181
H -0.2632 -2.5043 -5.5354  0.4049
H -1.2837 -3.1250 -3.3337  0.3537
H -2.0917 -1.7543 -4.1110  0.4291
H 1.5987 -2.6127 -1.6157  0.3653
H 1.3129 -4.1958 -2.3688  0.4710
H 1.7729 -3.6363 0.5856  -0.4154
H 2.9238 -4.4231 -0.4996  0.4063
H 1.6577 -6.1271 0.8607  0.4027
H 1.3580 -6.2994 -0.8664  0.3693
H -0.4762 -4.9217 1.1437  -0.0059
H -0.7935 -6.4491 0.3204  0.4565
H -1.9880 -4.4855 -0.7251  0.4503
H -0.8975 -5.3244 -1.8441  0.4149
F -0.0266 4.4573 3.7112  -0.4352
Te -0.5296 3.5279 2.1714  2.2518
F -1.2951 2.8185 0.6020  -0.3247
F -1.7388 4.9516 1.9186  -0.4466
F -1.9528 2.7487 3.1317  -0.4615
F 0.6318 4.6034 1.1817  -0.4446
O 0.6391 2.1836 2.4642  -1.1287

Record 2
Density functional theory data (wB97M-V/def2-TZVPD) for a molecular structure, C36H60As2BaClN4O2PSe2.

Values from the calculation:
ΔE to the lowest compared entry with this formula, charge and spin: 79.36 kJ/mol
HOMO: -6.802 eV
spin multiplicity: 1

Last column: Mulliken charge in e.
Element x y z (Å)
Ba -0.5256 -0.1556 1.3020  1.4582
C -2.9131 2.0904 4.9742  -1.4674
As -2.2780 1.7181 3.1596  0.8047
C -0.8952 3.1277 3.0770  -0.9145
C -3.7162 2.6487 2.1458  -0.2892
C -4.8645 3.0951 2.7934  -0.2173
C -5.9049 3.6781 2.0795  -0.8164
C -5.8042 3.8350 0.7104  -0.8299
C -4.6598 3.4012 0.0554  -0.4270
C -3.6228 2.7995 0.7529  -0.3535
As -2.0101 2.1647 -0.1884  1.0458
C -2.8043 1.4223 -1.8095  -1.0517
C -1.4036 3.9108 -0.8315  -1.4424
H -3.1580 3.1418 5.1106  0.4325
H -2.1028 1.8147 5.6481  0.4078
H -3.7780 1.4686 5.1968  0.4010
H -1.3518 4.1086 3.1897  0.3951
H -0.3594 3.0872 2.1284  0.1420
H -0.1925 2.9160 3.8808  0.4306
H -4.9701 2.9941 3.8655  0.3183
H -6.7937 4.0111 2.6015  0.3991
H -6.6106 4.2896 0.1483  0.3979
H -4.5901 3.5303 -1.0194  0.3203
H -3.2234 2.2168 -2.4263  0.4862
H -3.5817 0.7102 -1.5398  0.2516
H -2.0101 0.9018 -2.3450  0.1332
H -2.1711 4.6636 -0.6666  0.4439
H -1.1973 3.8266 -1.8988  0.3693
H -0.4864 4.2039 -0.3261  0.3471
Cl 1.7075 -3.6287 7.8365  -0.2481
C 1.3636 -2.5870 6.4845  0.0184
C 2.1948 -1.4894 6.2354  -0.5304
C 1.9466 -0.6415 5.1905  -0.4823
C 0.8389 -0.8298 4.3152  0.3511
O 0.6091 0.0040 3.3789  -0.6492
C 0.0183 -1.9880 4.5616  0.7608
C -1.1073 -2.4369 3.7653  -0.4923
O -1.4820 -1.9985 2.6874  -0.0703
C 0.2975 -2.8273 5.6636  -0.9784
H 3.0402 -1.3144 6.8901  0.4231
H 2.5823 0.2150 5.0050  0.4714
H -1.6600 -3.2865 4.2083  0.2414
H -0.3425 -3.6826 5.8484  0.3998
C -3.0304 -2.9914 -2.1859  -0.6545
Se -2.2148 -2.7995 -0.4464  0.2446
C -3.7600 -3.3389 0.5996  -0.3475
C -4.9741 -2.4385 0.4161  -1.1089
Se -4.7414 -0.6124 1.0168  0.2340
C -4.9826 -0.9648 2.9084  -0.6695
H -3.4504 -3.9894 -2.2994  0.4128
H -2.2418 -2.8598 -2.9243  -0.1121
H -3.7986 -2.2432 -2.3734  0.3137
H -3.4232 -3.3465 1.6357  0.0459
H -4.0086 -4.3654 0.3239  0.4686
H -5.8424 -2.8401 0.9437  0.4855
H -5.2556 -2.3857 -0.6358  0.4456
H -5.8490 -1.6101 3.0455  0.4582
H -5.1883 -0.0152 3.3974  0.2041
H -4.0902 -1.4120 3.3378  -0.0209
N 0.8301 -0.1203 -0.6877  -0.1465
P 2.0444 -0.4234 -1.5658  -1.7924
N 2.4505 0.6886 -2.7549  0.7552
C 3.0288 1.9517 -2.2558  -0.1356
C 2.8681 3.0865 -3.2768  -0.8584
C 2.9756 2.5193 -4.6872  -0.6863
C 1.7779 1.5874 -4.9349  -0.9284
C 1.3014 0.9814 -3.6148  0.5569
N 3.4877 -0.5446 -0.6929  1.3830
C 3.4260 -1.1720 0.6309  -0.2013
C 4.6251 -0.7535 1.4882  -0.8770
C 5.1482 0.6003 1.0390  -0.5279
C 5.7105 0.4751 -0.3776  -0.9795
C 4.8458 -0.4865 -1.2121  -1.2345
N 1.8841 -1.8883 -2.3940  0.6405
C 3.0221 -2.5929 -2.9556  -0.4794
C 2.9942 -2.6180 -4.4784  -0.4337
C 1.7030 -3.2837 -4.9461  -1.0233
C 0.5030 -2.5559 -4.3517  -0.1494
C 0.6252 -2.4468 -2.8308  -0.5366
H 4.0941 1.8062 -2.0869  -0.0985
H 2.5824 2.2315 -1.2902  0.1267
H 3.6300 3.8434 -3.0782  0.4784
H 1.9045 3.5899 -3.1571  0.2455
H 3.9121 1.9594 -4.7643  0.2545
H 3.0176 3.3051 -5.4424  0.4404
H 2.0469 0.7868 -5.6289  0.2861
H 0.9560 2.1449 -5.3950  0.4102
H 0.7446 0.0655 -3.7991  -0.5019
H 0.5978 1.6499 -3.0917  -0.1559
H 3.3832 -2.2679 0.5421  0.1341
H 2.5055 -0.8399 1.1226  -0.2923
H 5.4313 -1.4912 1.4106  0.3127
H 4.3209 -0.7423 2.5374  0.4815
H 5.9106 0.9800 1.7224  0.4475
H 4.3254 1.3221 1.0501  0.1696
H 6.7336 0.0889 -0.3437  0.3891
H 5.7686 1.4612 -0.8442  0.3622
H 5.2995 -1.4905 -1.1768  0.5255
H 4.8210 -0.2003 -2.2636  0.4995
H 2.9981 -3.6393 -2.6028  0.4837
H 3.9460 -2.1611 -2.5820  -0.1252
H 3.8715 -3.1505 -4.8560  0.3778
H 3.0501 -1.5891 -4.8535  0.1047
H 1.7076 -4.3268 -4.6048  0.3142
H 1.6382 -3.3131 -6.0362  0.4363
H -0.4292 -3.0701 -4.6063  0.3840
H 0.4433 -1.5617 -4.8076  0.2072
H 0.5366 -3.4678 -2.4181  0.5376
H -0.1749 -1.8442 -2.3965  -0.3701

Record 3
Density functional theory data (wB97M-V/def2-TZVPD) for 2 unconnected molecules or ions with the total composition C13H27BBrCl2O4.

Values from the calculation:
total charge: -1
HOMO: -5.182 eV
spin multiplicity: 1

Last column: Mulliken charge in e.
Element x y z (Å)
C 4.2302 -2.5712 -2.0726  -0.7882
C 4.0440 -1.2422 -2.7869  -0.4258
O 3.3519 -0.3206 -1.9726  -0.3138
C 2.0426 -0.0262 -2.4217  -0.5268
C 1.3084 0.8248 -1.3844  -0.4287
O 0.0435 0.3066 -1.0731  -0.4981
B -0.2045 -0.5225 0.0792  0.9269
Br 0.7515 -2.4308 -0.1617  -0.5588
C 0.3759 0.1821 1.4872  -0.2016
C 1.6439 -0.3368 2.0194  -0.4356
O 2.7498 0.1170 1.8001  -0.6537
C -1.7793 -0.8333 0.1660  -0.9653
C -2.6194 0.4562 0.2885  -0.5777
C -3.4678 0.7719 -0.9447  -0.8474
C -4.7937 0.0225 -1.0200  -0.5132
O -4.7366 -0.9965 -2.0076  -0.2736
C -5.9583 -1.6677 -2.1360  -0.7422
H 3.3154 -2.8221 -1.5331  0.1015
H 4.4561 -3.3747 -2.7798  0.3311
H 5.0476 -2.5139 -1.3505  0.2453
H 5.0078 -0.7903 -3.0548  0.2868
H 3.4975 -1.3996 -3.7273  0.3588
H 2.1062 0.5016 -3.3880  0.2663
H 1.4626 -0.9448 -2.5704  0.3731
H 1.9562 0.8970 -0.5008  0.1456
H 1.1521 1.8368 -1.7757  0.2757
H 0.5027 1.2524 1.2941  0.1039
H -0.4077 0.0558 2.2417  0.3935
H 1.5465 -1.2132 2.6920  0.3474
H -1.9646 -1.5069 1.0108  0.1722
H -2.0832 -1.3899 -0.7283  0.3305
H -3.2823 0.3988 1.1630  0.4928
H -1.9589 1.3102 0.4731  0.3165
H -3.6549 1.8492 -1.0006  0.3451
H -2.9028 0.5119 -1.8451  0.3374
H -5.0242 -0.4405 -0.0470  0.3481
H -5.6260 0.7006 -1.2681  0.4233
H -6.7747 -0.9725 -2.3874  0.2879
H -6.2380 -2.1885 -1.2079  0.2946
H -5.8533 -2.4014 -2.9353  0.2395
Cl 1.4652 0.9336 5.3402  -0.2003
C 2.6772 1.9268 4.4754  -0.1698
C 2.2567 3.3747 4.3811  -0.4859
Cl 0.8485 3.6083 3.3115  -0.1608
H 2.8181 1.4800 3.4940  0.0592
H 3.6025 1.8593 5.0455  0.3580
H 3.0770 3.9541 3.9607  0.2842
H 1.9925 3.7739 5.3576  0.3224

Record 4
Density functional theory data (wB97M-V/def2-TZVPD) for a molecular structure, C10H27NO6Ti.

Values from the calculation:
ΔE to the lowest compared entry with this formula, charge and spin: 27.77 kJ/mol
total charge: +1
expectation value of S²: 3.752
HOMO (spin up / spin down): -7.218 / -12.455 eV
spin multiplicity: 4

Last column: Löwdin spin population.
Element x y z (Å)
Ti 6.8036 -0.8323 22.3655  2.4708
C 5.7693 2.5832 23.4873  0.0027
O 6.9928 1.9932 23.0931  0.0186
C 7.8123 1.6172 24.1948  0.0113
C 9.0373 0.9176 23.6608  0.0114
N 8.8489 -0.5373 23.6266  0.0297
C 8.7136 -1.1882 24.9185  0.0117
C 8.9873 -2.6795 24.8373  0.0024
O 8.3496 -3.2094 23.7036  0.0229
C 8.5773 -4.5872 23.5638  0.0035
H 5.0806 1.8022 23.8348  0.0009
H 5.3142 3.0498 22.6171  0.0003
H 5.9124 3.3341 24.2684  0.0004
H 7.2070 1.0277 24.8995  0.0040
H 8.0955 2.5116 24.7676  0.0007
H 9.8574 1.1403 24.3567  0.0007
H 9.2502 1.2487 22.6488  0.0026
H 9.4423 -1.0197 22.9645  0.0039
H 7.6796 -1.1166 25.2689  0.0034
H 9.3693 -0.7720 25.6938  0.0011
H 8.5552 -3.1556 25.7309  0.0003
H 10.0624 -2.9036 24.8893  0.0004
H 8.1333 -5.0015 22.6606  0.0017
H 8.1634 -5.1737 24.3981  0.0002
H 9.6521 -4.8174 23.5546  0.0002
C 4.2938 -1.9952 23.1871  0.0576
C 3.7125 -0.7009 22.7051  0.0105
O 4.6867 -0.0642 21.8827  0.0364
O 5.3597 -1.7161 24.0835  0.0467
H 4.7046 -2.5584 22.3476  0.0415
H 3.4979 -2.5984 23.6447  0.0035
H 3.3898 -0.0492 23.5220  0.0013
H 2.7667 -0.8690 22.1757  0.0015
H 4.5515 -0.2679 20.9519  0.0100
H 4.9790 -1.4578 24.9292  0.0033
C 8.0454 -0.0251 19.7036  0.0142
C 7.9969 -1.5177 19.6476  0.0296
O 8.2342 -2.1211 20.9299  0.0686
O 6.9659 0.5716 20.4149  0.0399
H 8.0579 0.3043 18.6600  0.0017
H 9.0202 0.2737 20.1137  0.0019
H 8.7254 -1.8670 18.9145  0.0016
H 6.9914 -1.8284 19.3345  0.0159
H 8.2690 -3.0800 20.8713  0.0075
H 6.8304 1.4467 20.0422  0.0013

We obtain M values of 1056.7, 1092.4, 409.0, 305.2 g/mol for the records listed above, in that order.